Record 1
ORCA calculation (ωB97M-V/def2-TZVPD) on 6 unconnected molecules or ions with the total composition C19H25I2N5O5P2.

The geometry in ORCA input format:
```
! RIJCOSX wB97M-V def2-TZVPD def2/J DEFGRID3
* xyz 0 1
C -7.132 -0.757 1.516
C -6.029 -0.230 0.374
I -5.333 1.741 1.157
C -4.818 -1.327 0.231
I -5.590 -3.410 0.046
C -3.718 -0.968 -0.958
C -3.845 0.248 -1.858
C -2.697 0.586 -3.026
O -3.043 1.219 -4.182
C -1.173 0.072 -2.703
P 0.444 0.929 -3.323
P 1.216 1.963 -1.514
O 0.364 1.405 -0.268
O 0.859 3.673 -1.616
O 2.902 1.608 -1.199
C -0.982 -1.141 -1.833
C -2.348 -1.884 -1.245
O -2.278 -3.206 -1.067
H -7.832 -1.606 1.118
H -6.492 -1.040 2.454
H -7.838 0.181 1.715
H -6.585 -0.031 -0.663
H -4.198 -1.292 1.250
H -4.724 1.016 -1.768
H 0.031 1.890 -4.323
H 0.127 3.762 -2.324
H 3.142 2.050 -0.310
H 0.117 -1.534 -1.588
C -0.257 -5.387 -1.175
C 1.148 -5.652 -0.657
N 2.313 -5.872 -0.227
H -0.718 -6.325 -1.497
H -0.868 -4.944 -0.384
H -0.218 -4.699 -2.023
C 3.466 -2.538 0.260
C 3.625 -1.050 0.525
N 3.757 0.185 0.745
H 2.405 -2.802 0.238
H 3.916 -2.796 -0.703
H 3.959 -3.112 1.049
C 7.324 -0.697 3.135
C 6.920 -2.010 2.485
N 6.584 -3.099 1.945
H 7.259 0.116 2.407
H 6.658 -0.476 3.975
H 8.351 -0.764 3.504
C 3.481 5.493 -0.414
C 3.776 4.303 0.485
N 4.020 3.316 1.230
H 2.441 5.457 -0.751
H 3.646 6.424 0.134
H 4.139 5.473 -1.287
C -1.199 2.611 2.265
C -2.385 3.505 1.940
N -3.368 4.246 1.671
H -1.136 2.453 3.345
H -1.314 1.644 1.769
H -0.273 3.080 1.919
*
```

Values from the calculation:
Structure (SMILES): C[C@@H](I)[C@@H](I)C1=CC(=O)C(PP(=O)(O)O)=CC1=O.CC#N.CC#N.CC#N.CC#N.CC#N
LUMO level (eV): -2.3
E (Eh): -2666.647110
Orbital gap (eV): 7.131
Molar mass (g/mol): 719.195



Record 2
ORCA calculation (ωB97M-V/def2-TZVPD) on 2 unconnected molecules or ions with the total composition C3H4F2S.

The geometry in ORCA input format:
```
! RIJCOSX wB97M-V def2-TZVPD def2/J DEFGRID3
* xyz 0 3
C -1.900 -1.127 -0.239
C 0.387 0.434 0.224
C 0.183 -1.022 0.075
F 0.432 -1.881 1.078
F 0.701 -1.596 -1.022
S -2.681 0.192 0.080
H -2.153 -2.126 -0.541
H 0.317 1.095 -0.647
H 1.249 0.692 0.812
H -0.549 0.799 0.749
*
```

Values from the calculation:
LUMO level (spin up / spin down) (eV): 0.9 / -2.3
E (Eh): -714.460069
Orbital gap (spin up / spin down) (eV): 7.573 / 8.318
<S²>: 2.02
Molar mass (g/mol): 110.128



Record 3
ORCA calculation (ωB97M-V/def2-TZVPD) on 2 unconnected molecules or ions with the total composition C4H9O2.

The geometry in ORCA input format:
```
! RIJCOSX wB97M-V def2-TZVPD def2/J DEFGRID3
* xyz -1 1
C -1.374 -1.636 -1.472
C -0.431 -2.097 -0.355
O -0.690 -1.600 0.785
O 0.587 -2.754 -0.633
H -2.321 -2.180 -1.478
H -0.912 -2.010 -2.392
H -1.567 -0.569 -1.479
C 1.519 1.712 1.107
C 0.081 1.514 0.559
H 2.003 0.782 1.400
H 2.216 2.240 0.443
H 1.575 2.329 2.013
H -0.547 2.005 1.292
H -0.057 0.466 0.679
H -0.082 1.798 -0.472
*
```

Values from the calculation:
LUMO level (eV): 4.1
E (Eh): -308.325720
Orbital gap (eV): 7.860
Molar mass (g/mol): 89.114



Record 4
ORCA calculation (ωB97M-V/def2-TZVPD) on a molecular structure, C13H37FO2PbSi4.

The geometry in ORCA input format:
```
! RIJCOSX wB97M-V def2-TZVPD def2/J DEFGRID3
* xyz 2 1
Pb -2.924 0.535 2.941
C -3.514 -2.472 1.599
O -3.139 -1.154 1.120
C -4.001 -0.679 0.066
C -5.029 0.284 0.616
O -4.364 1.418 1.215
C -4.075 2.487 0.297
H -3.317 -3.201 0.815
H -4.562 -2.493 1.892
H -2.900 -2.695 2.469
H -4.498 -1.523 -0.413
H -3.362 -0.186 -0.669
H -5.613 -0.178 1.411
H -5.697 0.625 -0.176
H -5.003 2.827 -0.161
H -3.375 2.171 -0.478
H -3.646 3.303 0.873
C 1.194 -1.135 2.820
Si 1.725 -1.706 1.109
C 3.539 -2.155 1.028
C 0.606 -3.109 0.587
Si 1.666 0.108 -0.441
Si 2.304 2.282 0.327
C 4.151 2.326 0.052
C 1.861 2.437 2.142
C 1.394 3.615 -0.623
Si 1.343 -0.426 -2.753
C 3.052 -0.770 -3.422
C 0.519 1.029 -3.594
C 0.242 -1.939 -2.828
H 1.246 -1.992 3.498
H 0.159 -0.775 2.875
H 1.845 -0.362 3.228
H 3.747 -2.996 1.695
H 4.185 -1.328 1.330
H 3.827 -2.460 0.019
H 0.677 -3.907 1.331
H 0.885 -3.534 -0.377
H -0.439 -2.797 0.531
H 4.666 1.506 0.555
H 4.545 3.261 0.457
H 4.408 2.291 -1.009
H 2.488 1.814 2.780
H 0.816 2.181 2.336
H 2.009 3.475 2.452
H 1.262 3.393 -1.681
H 1.973 4.539 -0.556
H 0.412 3.811 -0.188
H 3.678 0.125 -3.439
H 2.953 -1.125 -4.451
H 3.576 -1.543 -2.858
H 0.945 1.988 -3.300
H -0.556 1.053 -3.404
H 0.655 0.931 -4.674
H 0.813 -2.854 -2.664
H -0.208 -2.006 -3.822
H -0.569 -1.910 -2.098
F -4.572 -0.409 3.612
*
```

Values from the calculation:
LUMO level (eV): -7.8
E (Eh): -2118.183968
Orbital gap (eV): 7.167
Molar mass (g/mol): 563.979



Record 5
ORCA calculation (ωB97M-V/def2-TZVPD) on a molecular structure, C37H42ClHgN4O3Sb2.

The geometry in ORCA input format:
```
! RIJCOSX wB97M-V def2-TZVPD def2/J DEFGRID3
* xyz -2 2
Hg -0.351 -1.278 -0.405
O -2.212 -1.705 -5.618
C -1.639 -2.912 -5.551
C -1.572 -3.684 -6.713
C -0.971 -4.934 -6.704
C -0.424 -5.435 -5.529
C -0.495 -4.672 -4.371
C -1.096 -3.417 -4.347
C -1.158 -2.674 -3.049
O -0.668 -3.216 -2.006
N -1.747 -1.494 -3.126
N -1.817 -0.784 -1.952
C -2.592 0.308 -1.981
C -2.852 1.223 -0.940
C -3.610 2.387 -1.271
C -3.881 3.408 -0.380
C -3.411 3.321 0.930
C -2.706 2.167 1.310
C -2.436 1.097 0.451
O -1.864 0.013 0.936
H -2.087 -1.309 -4.677
H -1.996 -3.269 -7.620
H -0.927 -5.514 -7.619
H 0.052 -6.408 -5.514
H -0.081 -5.027 -3.436
H -3.069 0.515 -2.940
H -3.959 2.473 -2.296
H -4.450 4.272 -0.708
H -3.605 4.107 1.652
H -2.388 2.049 2.343
C -1.271 0.130 4.228
Sb 0.412 0.566 2.950
C 1.781 0.087 4.587
C 0.352 2.682 3.517
C 1.551 3.469 3.114
C 2.663 3.490 3.960
C 3.817 4.186 3.644
C 3.872 4.899 2.454
C 2.773 4.900 1.612
C 1.604 4.192 1.906
C 0.470 4.237 0.937
Sb 0.467 2.574 -0.501
C -0.533 3.766 -1.977
C 2.432 3.068 -1.252
H -1.252 0.797 5.091
H -1.205 -0.901 4.581
H -2.200 0.260 3.675
H 1.446 0.537 5.525
H 2.788 0.437 4.354
H 1.813 -0.998 4.704
H 0.259 2.652 4.605
H -0.571 3.086 3.106
H 2.609 2.935 4.891
H 4.663 4.173 4.321
H 4.763 5.453 2.184
H 2.811 5.465 0.687
H 0.539 5.139 0.326
H -0.512 4.216 1.408
H 0.059 4.660 -2.185
H -1.517 4.040 -1.597
H -0.667 3.186 -2.890
H 2.504 4.142 -1.434
H 2.592 2.529 -2.186
H 3.199 2.760 -0.542
C 1.827 -0.395 -2.788
C 2.507 -0.907 -1.556
C 3.856 -1.072 -1.310
C 3.968 -1.695 -0.040
C 2.680 -1.886 0.423
C 2.226 -2.606 1.652
N 1.797 -1.367 -0.482
H 2.331 0.487 -3.188
H 0.786 -0.127 -2.591
H 1.802 -1.150 -3.580
H 4.658 -0.788 -1.976
H 4.874 -1.991 0.471
H 2.845 -2.355 2.517
H 2.256 -3.694 1.527
H 1.197 -2.340 1.896
Cl -3.808 -3.127 4.180
C -2.727 -3.584 2.898
C -2.427 -4.916 2.681
C -1.579 -5.242 1.636
C -1.055 -4.219 0.858
N -1.340 -2.943 1.105
C -2.169 -2.608 2.085
H -2.863 -5.679 3.315
H -1.332 -6.272 1.418
H -0.422 -4.400 -0.002
H -2.384 -1.548 2.177
*
```

Values from the calculation:
LUMO level (spin up / spin down) (eV): 4.0 / 4.0
E (Eh): -2973.955215
Orbital gap (spin up / spin down) (eV): 3.005 / 5.414
<S²>: 0.79
Molar mass (g/mol): 1070.331



Record 6
ORCA calculation (ωB97M-V/def2-TZVPD) on C7H6N2O2 in the gas phase.

The geometry in ORCA input format:
```
! RIJCOSX wB97M-V def2-TZVPD def2/J DEFGRID3
* xyz 0 1
N -1.530 -2.033 2.786
C -1.303 -0.989 2.169
C -1.150 0.105 1.528
N -1.018 1.298 1.202
C -0.732 1.741 -0.131
C -0.305 0.615 -1.110
C 0.851 -0.329 -0.776
C 0.913 -1.253 0.138
O 0.901 -2.186 0.848
C 2.091 -0.050 -1.626
O 2.301 0.973 -2.248
H -1.117 -2.904 2.303
H 0.011 2.588 0.075
H -1.685 2.301 -0.505
H 0.105 1.032 -2.056
H -1.111 -0.048 -1.053
H 2.778 -0.862 -1.543
*
```

Values from the calculation:
Structure (SMILES): N=C=C=NCCC(=C=O)C=O
LUMO level (eV): -0.7
E (Eh): -530.162019
Orbital gap (eV): 7.612
Molar mass (g/mol): 150.137



Record 7
ORCA calculation (ωB97M-V/def2-TZVPD) on a molecular structure, C6H10O5V.

The geometry in ORCA input format:
```
! RIJCOSX wB97M-V def2-TZVPD def2/J DEFGRID3
* xyz 1 5
O -3.334 1.878 -0.263
C -2.437 1.089 -0.342
C -2.622 -0.405 -0.112
O -1.439 -1.147 -0.137
C -0.764 -1.226 1.095
C 0.502 -2.034 0.958
O 1.398 -1.497 -0.033
C 1.431 -2.224 -1.272
H -3.170 -0.535 0.838
H -3.261 -0.780 -0.926
H -1.404 -1.711 1.853
H -0.507 -0.222 1.484
H 1.042 -2.026 1.912
H 0.274 -3.072 0.686
H 2.124 -1.704 -1.942
H 1.802 -3.238 -1.084
H 0.426 -2.243 -1.709
O 1.057 1.716 0.956
C 0.631 1.922 -0.207
O 1.337 1.554 -1.175
V 2.122 0.229 0.124
H -1.061 1.603 -0.309
*
```

Values from the calculation:
LUMO level (spin up / spin down) (eV): -4.3 / -5.3
E (Eh): -1554.422967
Orbital gap (spin up / spin down) (eV): 7.717 / 7.900
<S²>: 6.03
Molar mass (g/mol): 213.085



Record 8
ORCA calculation (ωB97M-V/def2-TZVPD) on a molecular structure, C21H20Br2MnN6O2S.

The geometry in ORCA input format:
```
! RIJCOSX wB97M-V def2-TZVPD def2/J DEFGRID3
* xyz 0 6
Mn 0.177 0.170 0.051
O 0.966 -2.744 -2.559
C 0.747 -1.681 -1.993
N 0.705 -1.516 -0.610
C 0.963 -2.522 0.351
C 1.245 -3.857 0.104
C 1.450 -4.711 1.185
C 1.377 -4.246 2.487
C 1.098 -2.906 2.741
C 0.900 -2.054 1.668
N 0.581 -0.669 1.728
C 0.456 0.047 2.857
O 0.634 -0.284 4.016
C 0.015 1.476 2.559
C -0.296 2.341 3.583
C -0.697 3.630 3.262
C -0.761 4.005 1.932
C -0.448 3.073 0.960
N -0.069 1.832 1.269
C 0.488 -0.423 -2.677
C 0.403 -0.312 -4.058
C 0.246 0.918 -4.656
C 0.201 2.076 -3.806
C 0.240 1.922 -2.464
N 0.353 0.701 -1.849
H 1.296 -4.212 -0.912
H 1.669 -5.754 0.995
H 1.538 -4.922 3.317
H 1.044 -2.527 3.750
H -0.209 1.977 4.597
H -0.959 4.333 4.042
H -1.064 5.000 1.639
H -0.509 3.316 -0.089
H 0.497 -1.227 -4.631
H 0.198 1.015 -5.732
H 0.162 3.077 -4.219
H 0.207 2.789 -1.820
Br -2.733 -2.233 -0.986
C -3.539 -2.114 0.741
Br -2.871 -0.676 1.837
H -3.315 -3.032 1.267
H -4.600 -1.950 0.616
C -3.040 4.112 -3.917
N -2.894 3.514 -2.604
C -2.968 2.189 -2.366
N -3.033 1.391 -3.444
S -2.988 1.543 -0.808
H -2.991 5.192 -3.813
H -3.993 3.849 -4.383
H -2.224 3.808 -4.577
H -3.036 4.082 -1.787
H -2.825 1.732 -4.366
H -2.909 0.406 -3.276
*
```

Values from the calculation:
LUMO level (spin up / spin down) (eV): -0.4 / -0.6
E (Eh): -7988.547549
Orbital gap (spin up / spin down) (eV): 4.874 / 6.961
<S²>: 8.83
Molar mass (g/mol): 635.244